1.
Entry from OMol25: a gas-phase ion, C13H7N4O9S2 (charge -1) in a non-equilibrium geometry (ωB97M-V/def2-TZVPD).

XYZ file:
```
35
Properties=species:S:1:pos:R:3:forces:R:3
O 0.88243 3.24097 4.66564 0.358 -1.761 -1.472
N 1.56094 2.23183 4.38292 1.179 0.174 1.457
O 2.47482 1.86908 5.15971 -0.685 0.087 -0.909
C 1.39920 1.41850 3.19595 -0.076 0.460 -0.150
C 2.25154 0.37673 2.82544 -1.289 1.116 -0.814
C 2.04872 -0.36503 1.63114 1.332 -0.536 0.943
N 2.93328 -1.46479 1.46394 -0.036 -0.937 -0.738
O 3.73886 -1.85184 2.33829 -1.119 0.885 -1.195
O 2.81231 -2.07390 0.34814 0.535 0.308 1.711
C 0.90231 -0.22024 0.61041 -0.543 -3.070 3.121
C 1.11196 -0.45654 -0.76009 2.143 2.004 -6.059
S 0.52937 0.89011 -1.88402 -0.213 0.321 0.037
O 1.30772 0.94772 -3.07730 0.455 -0.323 -0.699
O 0.34553 2.09870 -1.14536 -0.093 0.360 0.499
C -1.08503 0.22937 -2.31362 -0.259 0.068 0.241
C -2.24397 0.98843 -2.48917 -0.490 0.233 -0.228
C -3.46446 0.33867 -2.74790 0.232 -0.342 -0.111
C -3.51717 -1.06976 -2.80981 0.447 0.242 -0.078
C -2.34311 -1.81090 -2.61054 -0.166 -0.154 -0.216
C -1.13284 -1.14935 -2.37603 -0.529 0.046 0.357
S 0.37593 -1.95666 -1.84962 -0.917 -0.404 0.370
O -0.02562 -3.02785 -0.96813 0.196 0.322 0.131
O 1.16387 -2.25010 -3.01349 0.332 0.355 0.391
C -0.05427 0.67959 1.25566 -4.065 -0.060 0.378
N -1.38666 0.57269 1.00102 2.314 2.598 2.800
O -1.96238 1.48985 2.02008 1.214 -0.927 -1.552
N -1.03174 2.04882 2.84277 3.191 -2.568 -2.257
C 0.21199 1.50079 2.42171 -5.009 1.297 0.451
H 3.06596 0.25421 3.50612 0.586 -0.700 -0.098
H 0.40952 -1.28924 0.30977 -0.148 0.487 3.608
H 2.17949 -0.69176 -0.90848 -0.503 0.442 -0.586
H -2.22522 2.08470 -2.43115 0.167 -0.568 0.085
H -4.39303 0.91060 -2.91943 0.715 -0.240 0.220
H -4.46832 -1.58943 -3.02567 0.678 0.377 0.224
H -2.37194 -2.90393 -2.64886 0.063 0.408 0.138
```
Positions in Å, forces in eV/Å.

Its net charge is -1. The value obtained for the energy relative to the best compared isomer or geometry (same formula, charge and spin) is 0.00 kJ/mol. For the orbital gap, the calculation gives 6.940 eV. The spin multiplicity is 1. Its SMILES is O=[N+]([O-])C1=CC(=[N+]([O-])[O-])[C@H](C2S(=O)(=O)c3ccccc3S2(=O)=O)c2nonc21.

2.
Entry from OMol25: a molecular structure, C13H7N4O9S2 in a non-equilibrium geometry (ωB97M-V/def2-TZVPD).

XYZ file:
```
35
Properties=species:S:1:pos:R:3:forces:R:3
C -3.51295 -1.06990 -2.80288 0.214 0.053 -0.133
C -2.34423 -1.80790 -2.60940 -0.144 -0.065 -0.181
C -1.14217 -1.13873 -2.37895 -0.095 -0.325 0.243
C -1.09036 0.24146 -2.33337 -0.003 -0.025 0.496
C -2.26324 0.97237 -2.49166 -0.041 0.315 -0.211
C -3.47578 0.32332 -2.73970 0.379 0.022 -0.156
S 0.54465 0.91473 -1.89509 -0.919 -0.224 -0.526
O 1.30509 0.94266 -3.11397 0.213 0.304 -0.082
O 0.33018 2.11117 -1.11280 0.492 -0.719 -0.327
C 1.09637 -0.55395 -0.88208 2.796 3.848 -0.312
S 0.36471 -1.98360 -1.87971 -0.623 0.374 -0.236
O -0.02854 -3.00901 -0.94796 0.215 -0.080 -0.200
O 1.17398 -2.24002 -3.04618 -0.233 0.045 0.919
H -4.45650 -1.57432 -3.02355 0.349 0.084 0.162
H -2.38643 -2.89498 -2.65454 0.153 0.234 0.155
H -2.22820 2.05479 -2.43774 0.024 -0.072 0.098
H -4.38512 0.90493 -2.92115 0.387 -0.192 0.214
H 2.21216 -0.67893 -0.90438 -1.097 -0.077 -1.237
O 0.87422 3.23813 4.66256 0.678 -1.579 -0.899
N 1.57272 2.24088 4.40325 0.651 -0.013 0.709
O 2.49412 1.86625 5.17475 -1.159 0.453 -1.145
C 1.37734 1.45756 3.18422 0.893 -0.145 0.916
C 2.23054 0.39156 2.88782 -0.495 0.852 -1.228
C 2.06770 -0.35299 1.70045 0.758 -1.172 -0.938
N 2.91253 -1.48841 1.47319 0.753 0.137 0.161
O 3.73898 -1.85486 2.32957 -0.934 0.441 -0.695
O 2.81980 -2.07663 0.36059 0.059 0.302 1.301
C 1.00629 -0.15038 0.61257 -3.345 -3.710 0.695
C -0.06401 0.70030 1.26580 -2.790 -1.522 -0.685
N -1.39643 0.59366 1.02823 2.288 2.241 2.119
O -1.96617 1.50225 2.03377 1.211 -0.855 -1.465
N -1.00674 2.05316 2.84127 1.654 -2.174 -1.545
C 0.16738 1.47875 2.44160 -3.106 1.994 0.669
H 3.08863 0.25622 3.52955 -0.041 -0.449 -0.058
H 0.36948 -1.36951 0.24593 0.857 1.700 3.402
```
Positions in Å, forces in eV/Å.

Its net charge is -1. The value obtained for the energy relative to the best compared isomer or geometry (same formula, charge and spin) is 47.33 kJ/mol. For the orbital gap, the calculation gives 6.777 eV. The spin multiplicity is 1.

3.
Entry from OMol25: 33 unconnected molecules or ions with the total composition C13H85BrN4O37PS2 in a non-equilibrium geometry (ωB97M-V/def2-TZVPD).

XYZ file:
```
143
Properties=species:S:1:pos:R:3:forces:R:3
C 3.67586 -2.25691 -1.18647 -1.234 1.326 -0.355
C 3.16382 -1.19219 -2.23972 1.118 -1.930 0.070
O 3.64935 -1.18064 -3.35091 -1.032 0.988 0.973
O 2.13345 -0.35484 -1.80319 1.461 0.150 -0.401
C 2.18320 0.93533 -2.44635 -0.683 1.282 -0.548
C 1.11224 1.88915 -1.74818 0.391 -0.512 -0.596
C -0.22391 1.73204 -2.57596 1.416 0.428 -0.872
N -1.48698 2.12097 -1.85499 -0.293 -2.235 0.752
C -2.28723 0.93420 -1.31385 -0.117 -1.593 0.343
C -1.40396 -0.22573 -0.71047 0.461 0.124 0.344
C -2.17667 -1.18884 0.28682 1.280 -0.141 -0.147
S -4.00858 -1.06721 0.20650 -0.158 -0.199 -0.442
C -4.75237 -2.40947 -0.82539 0.510 -2.041 -0.195
S -5.40874 -3.68667 0.00759 0.419 1.582 -1.005
N -4.81109 -2.44304 -2.28863 0.005 0.896 0.946
C -6.07696 -2.50878 -2.91625 1.709 -0.372 -4.097
C -5.71651 -2.56720 -4.33459 0.292 0.306 2.297
N -4.31062 -2.50431 -4.52201 -0.759 -0.009 3.320
C -3.76369 -2.42415 -3.27548 -1.833 0.316 -1.225
C -1.32362 3.16320 -0.80885 -0.578 2.494 0.524
O -1.02573 2.62078 0.49248 0.310 -1.637 -2.067
N -1.37334 3.49992 1.49483 -1.610 0.334 1.327
O -2.15959 2.97039 2.19997 1.124 0.585 -0.201
P -2.56949 2.90401 -3.13874 -0.529 2.548 -2.961
O -2.43855 2.02570 -4.58951 0.007 0.495 2.162
Br -4.74209 2.73650 -2.57395 0.996 -0.628 0.110
H 4.73195 -2.54938 -1.41659 -1.331 0.501 0.199
H 2.98684 -3.14506 -1.25947 0.790 0.785 0.173
H 3.57528 -1.77432 -0.17825 0.269 -0.789 -0.804
H 1.95446 0.80053 -3.54700 0.217 0.291 1.128
H 3.17813 1.45039 -2.38532 -0.674 -0.932 0.154
H 1.47751 2.95932 -1.78774 -0.415 -1.231 -0.063
H 1.03681 1.61066 -0.66543 -0.076 0.110 -1.039
H -0.13304 2.44552 -3.45658 -0.066 -0.708 0.991
H -0.30581 0.70991 -3.05059 -0.287 1.079 0.921
H -2.84305 0.49075 -2.19751 0.391 0.624 1.088
H -3.01320 1.37606 -0.56988 0.751 -0.713 -0.928
H -0.94305 -0.86577 -1.51118 -0.682 0.943 0.593
H -0.54294 0.22129 -0.13960 -0.872 -0.461 -0.514
H -1.80956 -0.93240 1.32757 -1.093 -0.198 -0.953
H -1.83418 -2.24862 0.10901 -0.616 1.245 0.119
H -7.09528 -2.51971 -2.45867 1.479 0.012 -0.112
H -6.38759 -2.63544 -5.22748 0.726 0.096 1.195
H -2.65672 -2.34574 -3.02871 -2.058 -0.251 -0.227
H -2.32971 3.68675 -0.71941 1.020 -0.599 -0.240
H -0.57881 3.96250 -1.06246 -0.554 -0.972 -0.251
H -1.99915 2.67220 -5.18584 -0.252 -0.505 0.213
O 5.43556 -3.82487 0.31761 0.187 -0.271 0.353
H 6.29622 -4.25076 0.17216 0.055 -0.106 -0.211
H 5.26735 -3.95269 1.25943 0.004 0.104 -0.056
O -1.25864 -3.05373 -1.79445 0.367 -0.240 0.225
H -0.30533 -2.89019 -1.80710 0.020 -0.286 -0.004
H -1.32395 -4.01725 -1.74004 0.004 0.024 -0.152
O -4.16645 -3.34070 3.09340 -0.048 0.144 0.047
H -4.41944 -3.19108 2.16936 -0.049 -0.111 0.033
H -4.99771 -3.56663 3.53034 0.070 0.077 0.052
O 0.75238 0.88587 3.02036 -0.101 0.396 -0.005
H 0.55162 1.51835 2.32010 0.070 -0.118 -0.028
H 0.21512 1.18114 3.76674 0.003 -0.242 0.024
O 7.59339 -5.44826 -0.66360 0.427 -0.219 0.718
H 7.54214 -6.39748 -0.48479 -0.004 -0.012 -0.225
H 8.17329 -5.38714 -1.43114 -0.161 0.110 -0.001
O 5.92854 -7.67936 -1.55602 -0.477 0.177 0.077
H 5.74129 -7.07794 -2.29039 0.238 -0.023 -0.045
H 5.37538 -7.35170 -0.83724 0.000 -0.192 -0.024
O -2.06816 5.99093 -2.57411 0.065 -0.066 0.210
H -2.27566 6.59860 -3.29354 0.020 -0.001 0.105
H -2.61313 6.30348 -1.83988 -0.169 0.176 -0.233
O -4.23511 0.19686 -6.69996 0.117 0.133 0.177
H -3.65886 0.72412 -6.13509 -0.090 -0.148 -0.057
H -5.05236 0.12201 -6.19013 -0.041 0.081 -0.144
O 3.83521 -0.12672 -6.26312 -0.185 0.084 0.170
H 3.79934 -0.27464 -5.30911 0.073 -0.136 0.025
H 2.91092 -0.09297 -6.53284 0.135 -0.045 -0.111
O 5.82399 -4.80294 -2.57643 -0.501 0.050 -0.151
H 5.86637 -3.84392 -2.68697 0.043 -0.098 -0.429
H 5.29486 -4.92478 -1.77876 0.207 0.153 0.074
O 1.98795 3.83037 3.97240 -0.191 -0.316 -0.035
H 2.08250 2.87933 3.81861 0.079 0.038 -0.075
H 1.03382 3.96895 4.00865 0.105 0.169 0.063
O 8.94910 -4.98510 2.01303 -0.313 -0.010 0.074
H 9.51662 -5.76373 2.08655 0.169 0.173 -0.079
H 8.38188 -5.17921 1.25612 0.224 0.037 -0.123
O -4.02049 4.70956 4.34319 0.383 0.191 0.215
H -4.29062 5.31147 3.63974 -0.150 -0.149 0.036
H -3.59712 3.98241 3.87770 -0.068 0.068 0.109
O -7.48112 -0.05675 1.17012 0.179 0.011 0.026
H -6.62103 -0.47264 1.04775 -0.009 -0.023 0.053
H -7.67651 -0.18651 2.10586 -0.079 0.043 -0.091
O 3.83165 4.04488 6.25977 0.066 -0.272 -0.007
H 4.40262 3.26815 6.28897 0.020 0.120 0.091
H 3.24551 3.88090 5.50735 -0.012 0.268 0.056
O 2.67048 6.54477 2.52006 -0.044 0.058 -0.172
H 2.72481 5.74821 3.05866 0.049 0.038 -0.026
H 2.28019 7.20292 3.11493 0.113 -0.283 -0.091
O -2.42961 -5.67897 3.77966 -0.008 0.037 -0.109
H -3.11399 -5.01134 3.63086 0.137 0.038 -0.036
H -1.67342 -5.35477 3.27952 -0.047 -0.058 0.101
O 5.08020 5.74542 8.58691 -0.034 -0.079 0.002
H 4.82418 5.36049 7.73879 -0.041 0.024 -0.059
H 4.30967 5.60814 9.14856 0.124 0.026 0.004
O 1.22831 7.21652 4.77160 -0.347 -0.008 0.397
H 1.28932 6.42630 5.32111 0.151 0.095 -0.020
H 0.84442 7.88023 5.35709 0.078 0.021 -0.100
O 8.39032 -8.89653 -1.51395 -0.134 -0.212 0.039
H 8.49746 -9.84806 -1.62140 0.138 0.112 0.029
H 7.42937 -8.76295 -1.50673 0.163 0.119 -0.068
O -4.13019 -0.66694 4.61413 0.172 0.139 -0.371
H -4.02691 0.18777 4.18102 -0.126 -0.005 0.171
H -3.84139 -1.30715 3.94771 -0.130 -0.231 0.176
O 8.32355 5.72759 9.01974 -0.088 -0.127 -0.011
H 8.42356 4.78076 8.87423 0.027 0.103 0.031
H 7.36745 5.85994 9.05417 -0.066 0.022 -0.050
O 7.49489 -1.45507 1.54405 -0.052 -0.158 -0.146
H 8.05164 -2.24245 1.60440 0.021 0.080 0.108
H 6.91541 -1.63517 0.79464 0.036 -0.037 0.088
O 0.51596 -3.99656 -3.66706 0.239 0.457 0.040
H -0.15742 -3.32025 -3.80747 -0.083 -0.230 -0.205
H 1.27068 -3.68632 -4.18372 0.013 -0.234 -0.018
O 6.49718 -2.75148 -4.57427 0.058 -0.041 -0.143
H 6.23310 -2.18452 -5.30878 -0.053 0.028 0.139
H 6.92712 -3.50230 -5.00053 -0.040 0.025 0.096
O -6.66882 1.76687 -5.49506 0.006 -0.055 0.188
H -6.08229 2.28788 -4.93666 -0.079 0.002 -0.110
H -7.48416 1.68884 -4.98414 0.024 -0.041 -0.091
O -4.91318 4.08459 1.64409 0.127 -0.179 -0.341
H -4.11825 3.55600 1.76968 -0.262 0.010 -0.002
H -5.63083 3.49592 1.91684 -0.050 0.186 0.179
O -9.29868 0.42871 -1.33716 0.151 0.098 -0.041
H -8.51774 0.42728 -0.77132 -0.149 -0.071 0.154
H -10.03705 0.36511 -0.71818 -0.069 -0.076 0.001
O 11.48406 -6.19206 1.07823 0.052 -0.047 -0.239
H 11.59842 -5.34058 0.64019 -0.063 -0.006 0.154
H 11.76141 -6.83634 0.41638 -0.033 -0.025 0.132
O -4.74266 7.07901 -1.35840 0.033 -0.174 0.223
H -4.77429 6.93586 -0.40446 -0.052 0.070 -0.060
H -5.66975 7.09166 -1.62328 0.109 0.032 -0.073
O -6.32971 3.18747 4.59847 -0.263 -0.093 0.188
H -5.73643 3.68622 5.17521 0.130 0.098 -0.305
H -7.14348 3.10367 5.10885 0.045 -0.101 -0.112
O -11.92043 0.75498 0.49455 0.076 0.220 0.083
H -11.86972 1.71369 0.40125 -0.033 -0.083 -0.059
H -12.47706 0.62426 1.27067 0.053 -0.111 -0.091
```
Positions in Å, forces in eV/Å.

Its net charge is +1. For the orbital gap, the calculation gives 6.105 eV. The spin multiplicity is 1.

Number 1: LUMO 2.047 eV. Number 2: LUMO 2.147 eV. Number 3: LUMO -5.057 eV.